48
Properties=species:S:1:pos:R:3:mulliken_spin:R:1 method="wB97M-V/def2-TZVPD" charge=-2 largest_force_ha_per_bohr=0.0771 total_energy_ev=-62105.022 s_squared=8.785 multiplicity=6 gap_ev="4.9 / 4.9"
Fe -0.60 0.26 0.34 3.413
C -1.35 1.77 -1.48 0.028
C -0.02 1.75 -2.01 0.064
C 0.39 0.40 -2.14 0.092
H 0.56 2.61 -2.33 0.000
C -0.70 -0.45 -1.74 0.039
C -1.81 0.41 -1.38 0.016
H -2.85 0.10 -1.25 -0.014
H -1.96 2.65 -1.29 -0.010
H 1.31 0.04 -2.58 -0.003
H -0.70 -1.54 -1.87 -0.012
C -0.73 -0.13 2.43 0.115
C -1.98 -0.43 1.81 0.025
C -1.74 -1.47 0.84 0.081
H -2.96 -0.02 2.07 0.006
C -0.34 -1.78 0.88 0.019
C 0.27 -0.95 1.85 0.084
H 1.34 -0.99 2.11 -0.006
H -0.59 0.53 3.31 0.003
H -2.49 -1.97 0.25 -0.005
H 0.20 -2.54 0.30 0.005
O 2.11 0.06 -0.19 0.016
C 3.15 -2.63 -0.88 0.715
C 4.05 -1.30 -1.15 0.052
C 2.22 -3.08 -1.98 -0.020
C 3.29 -3.23 0.50 -0.009
C 3.41 0.11 -0.70 0.024
H 4.36 -1.16 -2.22 0.009
H 5.07 -1.32 -0.67 0.013
H 4.13 0.60 0.03 -0.004
H 3.54 0.84 -1.56 -0.003
H 2.29 -4.14 -2.64 0.072
H 2.08 -2.24 -2.71 -0.002
H 1.21 -3.08 -1.49 0.028
H 4.02 -4.19 0.82 0.070
H 2.27 -3.49 0.91 0.019
H 3.56 -2.34 1.14 0.001
O 2.31 2.17 0.54 0.000
C 1.26 2.55 1.00 0.038
C 1.17 3.89 1.72 0.012
C -0.28 4.09 2.02 0.006
C -0.98 2.86 1.45 -0.012
O -2.18 2.70 1.43 0.001
N -0.01 1.97 0.96 0.037
H 1.78 3.83 2.63 0.000
H 1.59 4.66 1.06 -0.001
H -0.47 4.13 3.10 -0.001
H -0.69 4.99 1.54 0.000

=====

17
Properties=species:S:1:pos:R:3:mulliken_charge:R:1 method="wB97M-V/def2-TZVPD" relative_energy_kcal_mol=42.1 smiles="C1=[PH]=C2CCCC2=C1" charge=0 largest_force_ha_per_bohr=0.1211 total_energy_ev=-16690.422 gap_ev=9.3
C -0.78 0.24 -1.67 -0.727
C -1.20 -0.96 -2.12 -0.471
C -0.28 0.28 -0.31 0.739
C -0.18 -0.77 0.43 -0.308
C 0.39 1.38 0.33 -0.598
C 0.57 -0.58 1.63 -0.400
C 1.35 0.74 1.36 -0.586
P -0.82 -2.35 -0.99 -0.044
H -0.73 1.22 -2.19 0.318
H -1.54 -1.20 -3.09 0.458
H 0.89 1.93 -0.53 0.267
H -0.39 2.22 0.71 0.210
H -0.19 -0.39 2.34 0.217
H 1.22 -1.52 1.73 0.315
H 2.28 0.53 0.80 0.243
H 1.61 1.43 2.21 0.300
H -2.19 -2.19 -0.62 0.066

=====

80
Properties=species:S:1:pos:R:3:mulliken_charge:R:1 method="wB97M-V/def2-TZVPD" smiles="CC1(C)OB(c2cc(C(F)(F)F)cc(C(F)(F)F)c2)OC1(C)C.Fc1cccc(/C=C/[C@@H](Cc2ccccc2)c2cccc(F)c2)c1" charge=0 largest_force_ha_per_bohr=0.0614 total_energy_ev=-64381.895 gap_ev=8.7
F 5.77 1.80 -2.52 -0.326
C 4.61 2.51 -2.81 0.492
C 4.60 3.87 -2.53 -0.724
C 3.35 4.53 -2.57 -0.406
C 2.17 3.85 -2.90 -0.449
C 2.20 2.45 -3.05 0.065
C 0.91 1.57 -2.94 1.001
C 0.91 0.19 -3.59 -0.659
C -0.27 -0.41 -3.91 -0.187
C -0.40 -1.76 -4.36 0.747
C 0.76 -2.56 -4.41 -0.653
C 0.67 -3.82 -4.97 0.302
F 1.83 -4.54 -5.11 -0.330
C -0.52 -4.38 -5.42 -0.623
C -1.70 -3.63 -5.22 -0.527
C -1.65 -2.36 -4.64 -0.547
C 3.44 1.80 -3.11 -0.706
H 5.51 4.38 -2.22 0.416
H 3.31 5.58 -2.28 0.395
H 1.22 4.40 -3.04 0.364
H 0.04 2.10 -3.37 0.710
H 1.82 -0.40 -3.42 -0.225
H -1.18 0.18 -3.78 0.338
H 1.73 -2.19 -4.05 0.503
H -0.53 -5.39 -5.83 0.426
H -2.64 -4.06 -5.51 0.397
H -2.59 -1.85 -4.37 0.355
H 3.49 0.72 -3.27 0.362
C -4.47 -0.72 1.11 -1.729
C -3.30 -1.42 1.78 1.393
C -3.88 -2.17 3.00 -1.845
C -2.36 -2.34 0.87 1.898
C -2.66 -3.83 0.83 -1.870
C -2.38 -1.86 -0.59 -2.247
O -1.06 -2.16 1.44 -0.586
B -1.18 -1.04 2.25 1.070
C 0.04 -0.45 2.99 0.155
C 1.22 -1.19 3.07 -0.869
C 2.07 -0.92 4.13 0.252
C 3.25 -1.82 4.38 0.756
F 3.88 -1.54 5.57 -0.284
F 2.88 -3.14 4.43 -0.255
F 4.17 -1.71 3.38 -0.259
C 1.82 0.12 5.01 -0.823
C 0.72 0.94 4.79 0.171
C 0.40 2.04 5.77 0.823
F 0.37 3.26 5.14 -0.239
F -0.84 1.87 6.33 -0.264
F 1.29 2.12 6.80 -0.297
C -0.13 0.73 3.71 -0.794
C 0.68 1.17 -1.53 -0.617
C 0.43 2.25 -0.48 0.924
C 1.49 2.61 0.35 -0.310
C 1.32 3.62 1.33 -0.836
C 0.10 4.30 1.48 -0.550
C -0.94 3.95 0.59 -0.681
C -0.79 2.96 -0.40 -0.455
O -2.40 -0.38 2.22 -0.611
H -5.26 -1.47 0.96 0.372
H -4.86 0.06 1.77 0.479
H -4.22 -0.26 0.14 0.299
H -4.74 -2.78 2.65 0.412
H -3.14 -2.82 3.50 0.322
H -4.25 -1.45 3.75 0.434
H -3.70 -3.99 0.50 0.374
H -2.00 -4.30 0.10 0.431
H -2.50 -4.32 1.81 0.341
H -3.37 -2.09 -1.02 0.405
H -2.19 -0.78 -0.69 0.147
H -1.63 -2.40 -1.19 0.698
H 1.40 -2.02 2.39 0.539
H 2.47 0.30 5.85 0.635
H -0.97 1.39 3.52 0.605
H 1.52 0.51 -1.21 0.460
H -0.19 0.47 -1.44 -0.507
H 2.47 2.13 0.22 0.424
H 2.16 3.81 2.00 0.432
H -0.06 5.01 2.29 0.444
H -1.92 4.41 0.68 0.350
H -1.60 2.73 -1.11 0.375

=====

128
Properties=species:S:1:pos:R:3:mulliken_charge:R:1 method="wB97M-V/def2-TZVPD" relative_energy_kcal_mol=211.6 smiles="NC(N)=O.CC(C)O.CC(C)O.CC(C)O.CC(C)O.CC(C)O.CC(C)O.CC(C)O.CC(C)O.CC(C)O.CO.CO" charge=0 largest_force_ha_per_bohr=0.2333 total_energy_ev=-60012.891 gap_ev=9.1
C 0.81 -2.67 -2.26 0.601
O 0.96 -3.14 -3.61 -0.625
H 0.36 -1.68 -2.36 -0.244
H 1.75 -2.54 -1.74 0.133
H 0.22 -3.25 -1.54 -0.429
H 1.75 -2.77 -4.02 0.360
C 3.51 -0.11 1.81 -0.728
O 2.72 -0.03 0.66 0.657
H 3.62 -1.10 2.13 0.048
H 3.03 0.48 2.58 0.186
H 4.49 0.37 1.69 0.276
H 2.04 -0.73 0.80 -0.613
C -0.38 -0.82 -0.05 1.051
O 0.51 -1.65 0.55 0.130
N -1.69 -0.99 -0.07 2.647
N 0.05 0.28 -0.58 1.464
H -2.00 -1.83 0.46 -1.329
H -2.43 -0.35 -0.39 -0.791
H 1.01 0.48 -0.72 -0.765
H -0.68 0.83 -1.07 -1.566
C -4.32 2.72 0.67 -1.780
C -3.90 1.26 0.65 2.235
C -4.51 0.56 1.83 -1.647
O -4.22 0.60 -0.35 -0.364
H -4.07 3.10 1.66 0.376
H -5.44 2.79 0.62 0.377
H -3.83 3.37 -0.01 0.371
H -2.79 1.21 0.91 -1.107
H -4.22 1.15 2.63 0.511
H -4.14 -0.45 1.94 -0.084
H -5.59 0.54 1.83 0.570
H -5.14 0.47 -0.27 0.552
C 1.64 -5.32 1.02 -1.087
C 2.90 -4.69 1.58 0.653
C 3.31 -3.71 0.54 -1.340
O 2.79 -3.99 2.58 -0.495
H 1.06 -5.74 1.87 0.319
H 1.89 -6.12 0.30 0.461
H 0.99 -4.66 0.42 -0.102
H 3.75 -5.42 1.82 0.242
H 4.34 -3.34 0.57 0.514
H 2.72 -2.74 0.44 0.098
H 3.17 -4.18 -0.44 0.410
H 3.64 -3.69 2.84 0.395
C -2.96 0.59 -4.06 -1.742
C -1.79 0.72 -3.06 2.868
C -0.48 0.63 -3.79 -1.307
O -1.76 1.76 -2.36 -0.268
H -3.25 -0.41 -4.28 0.319
H -2.79 1.03 -5.04 0.401
H -3.85 1.04 -3.71 0.460
H -1.96 -0.15 -2.42 -1.961
H 0.41 0.62 -3.24 -0.054
H -0.31 1.28 -4.61 0.602
H -0.57 -0.43 -4.16 0.320
H -1.79 2.58 -2.90 0.438
C 3.52 3.23 0.37 -1.209
C 3.76 3.90 1.69 0.811
C 5.20 4.26 2.01 -1.670
O 3.05 4.89 1.89 -0.632
H 3.71 3.81 -0.43 0.946
H 2.53 2.75 0.36 0.119
H 4.22 2.42 0.27 0.276
H 3.48 3.19 2.45 -0.218
H 5.75 4.79 1.24 0.397
H 5.84 3.40 2.13 0.341
H 5.19 4.80 2.98 0.405
H 2.11 4.70 1.75 0.504
C 0.94 5.54 -0.47 -1.684
C 0.06 4.68 0.36 0.888
C -0.64 3.67 -0.55 -0.325
O 0.55 4.09 1.35 -0.439
H 1.86 5.00 -0.80 0.121
H 1.30 6.39 0.12 0.416
H 0.36 5.83 -1.30 0.609
H -0.75 5.27 0.78 0.310
H 0.04 2.97 -1.07 -0.298
H -1.24 4.20 -1.31 0.540
H -1.36 3.10 0.10 -0.298
H 0.03 3.32 1.51 -0.111
C -3.10 -4.91 2.71 -1.814
C -2.52 -3.49 2.57 -0.085
C -0.99 -3.56 2.31 -0.138
O -3.09 -2.73 1.69 -0.426
H -2.46 -5.48 3.35 0.421
H -3.06 -5.32 1.72 0.339
H -4.08 -4.85 3.06 0.495
H -2.69 -3.02 3.51 0.505
H -0.65 -2.48 2.47 -0.519
H -0.85 -3.77 1.24 -0.438
H -0.46 -4.26 2.87 0.994
H -4.07 -2.59 1.83 0.289
C 0.63 1.62 3.88 -2.071
C -0.16 0.93 2.79 1.695
C -1.42 0.40 3.45 -1.502
O -0.39 1.62 1.78 0.667
H 0.13 2.35 4.50 0.411
H 1.49 2.08 3.39 0.173
H 1.05 0.91 4.59 0.381
H 0.41 0.05 2.47 -0.293
H -2.06 1.12 4.00 0.341
H -1.14 -0.30 4.18 0.609
H -1.92 -0.20 2.80 0.029
H -0.25 1.10 0.99 -0.553
C -4.29 -2.13 -1.59 -1.379
C -3.17 -2.80 -2.36 1.957
C -2.65 -4.08 -1.62 -1.488
O -3.51 -3.09 -3.54 -0.615
H -5.15 -2.79 -1.60 0.631
H -4.62 -1.26 -2.12 0.335
H -4.13 -1.90 -0.54 -0.116
H -2.32 -2.08 -2.42 -0.681
H -1.81 -4.60 -2.14 0.290
H -3.45 -4.76 -1.36 0.449
H -2.29 -3.77 -0.63 0.248
H -2.83 -3.22 -4.13 0.504
C 4.67 1.39 -3.75 -1.663
C 3.83 1.32 -2.44 1.038
C 2.62 2.33 -2.59 -1.100
O 3.36 0.22 -2.09 -0.477
H 5.18 2.38 -3.82 0.343
H 4.10 1.21 -4.69 0.341
H 5.52 0.70 -3.65 0.456
H 4.41 1.67 -1.66 0.024
H 1.96 2.35 -1.77 -0.252
H 2.09 2.18 -3.49 0.566
H 3.03 3.32 -2.67 0.592
H 2.97 0.24 -1.20 0.072

=====

49
Properties=species:S:1:pos:R:3:mulliken_charge:R:1 method="wB97M-V/def2-TZVPD" relative_energy_kcal_mol=5.9 charge=0 largest_force_ha_per_bohr=0.0107 total_energy_ev=-27651.362 gap_ev=9.0
Mg -0.59 0.38 -0.13 0.722
C 4.25 -1.89 0.12 -1.425
C 4.10 -0.38 -0.10 0.754
C 4.13 -0.05 -1.60 -1.424
C 2.90 0.21 0.63 0.864
C 2.44 -0.33 1.83 -0.483
C 1.42 0.27 2.56 -0.687
C 0.83 1.47 2.14 1.168
C -0.21 2.16 2.99 -1.513
C 1.27 2.01 0.93 -1.381
C 2.27 1.37 0.18 -0.178
H 5.08 -2.28 -0.48 0.458
H 3.35 -2.42 -0.19 0.241
H 4.45 -2.14 1.16 0.395
H 4.98 0.10 0.33 0.270
H 3.21 -0.39 -2.10 0.229
H 4.97 -0.56 -2.07 0.447
H 4.25 1.02 -1.79 0.393
H 2.87 -1.25 2.21 0.275
H 1.08 -0.19 3.48 0.381
H 0.24 2.53 3.91 0.469
H -1.02 1.47 3.26 0.317
H -0.66 2.99 2.44 0.149
H 0.83 2.94 0.56 0.223
H 2.58 1.82 -0.75 0.188
C -1.33 -1.85 0.40 -1.121
C 0.06 -2.01 0.23 -0.216
C 0.39 -1.62 -1.10 0.008
C -0.81 -1.20 -1.74 -1.341
C -1.88 -1.35 -0.81 -0.417
H -1.89 -2.04 1.31 0.428
H 0.75 -2.35 0.98 0.552
H 1.37 -1.63 -1.55 0.423
H -0.92 -0.85 -2.76 0.473
H -2.91 -1.09 -0.99 0.650
C -2.84 3.98 -0.02 -1.795
C -2.81 2.47 -0.22 1.692
C -3.18 2.14 -1.68 -1.575
C -3.82 1.81 0.72 -1.483
O -1.52 2.00 0.07 -0.274
H -3.83 4.41 -0.25 0.416
H -2.10 4.45 -0.69 0.370
H -2.59 4.22 1.01 0.361
H -4.17 2.54 -1.94 0.461
H -3.19 1.06 -1.83 0.223
H -2.44 2.58 -2.35 0.320
H -4.84 2.14 0.52 0.445
H -3.57 2.06 1.76 0.305
H -3.78 0.72 0.61 0.247